[1]
120
Properties=species:S:1:pos:R:3:forces:R:3 method="wB97M-V/def2-TZVPD" fmax_ha_per_bohr=0.01880 multiplicity=5 e_tot_ha=-5098.10642 total_charge=+1 gap_ev="6.74 / 7.73" homo_ev="-10.28 / -10.30"
Mn 0.21167 -0.54931 0.53200 -0.6 0.2 -0.1
I 2.55668 -1.99471 1.10459 0.2 0.0 0.2
C 3.52116 -1.04566 -0.47713 -0.1 0.0 0.0
C 4.83664 -1.32519 -0.70250 0.0 0.0 0.0
C 5.51098 -0.68025 -1.75889 0.0 0.0 0.0
C 4.84136 0.21384 -2.53922 0.0 0.0 0.0
C 3.47540 0.51119 -2.30874 0.0 0.0 0.0
C 2.80919 1.45781 -3.12643 0.0 0.0 0.0
C 1.49987 1.75477 -2.90340 0.0 0.0 0.0
C 0.80582 1.12005 -1.84892 0.0 0.1 -0.1
C 1.38593 0.19213 -1.01747 0.0 -0.1 0.1
C 2.76730 -0.12695 -1.25160 0.0 0.0 0.0
H 5.36503 -2.03035 -0.07505 0.0 0.0 0.0
H 6.55384 -0.90160 -1.94006 0.0 0.0 0.0
H 5.34574 0.71630 -3.35521 0.0 0.0 0.0
H 3.36400 1.93732 -3.92364 0.0 0.0 0.0
H 0.98207 2.48633 -3.51235 0.0 0.0 0.0
H -0.22423 1.40980 -1.68881 0.0 0.0 0.0
C 1.56966 -7.42344 2.97695 0.0 0.0 0.0
C 1.70473 -6.83720 1.59882 0.0 0.0 0.0
C 2.75231 -5.97296 1.28999 0.0 0.0 0.0
C 2.87925 -5.42289 0.02725 0.0 0.0 0.0
C 1.96555 -5.73417 -0.97390 0.0 0.0 0.0
N 2.16465 -5.15071 -2.25336 0.0 0.0 0.0
C 1.28137 -5.00353 -3.29119 0.1 0.0 0.1
O 1.64165 -4.94276 -4.44723 0.0 0.0 0.0
N -0.06891 -4.92319 -2.96175 0.1 -0.5 0.2
C -0.63892 -4.26978 -1.85899 0.0 -0.2 0.2
C -1.86883 -4.68360 -1.36304 0.0 0.0 0.0
C -2.44158 -3.98555 -0.31556 0.0 0.0 0.0
C -1.77852 -2.89029 0.20651 0.0 -0.1 0.0
N -0.59903 -2.48433 -0.27279 0.2 0.0 0.0
C -0.03912 -3.16366 -1.27352 0.0 0.0 0.0
C 0.94096 -6.62846 -0.69493 0.0 0.0 0.0
C 0.81134 -7.15443 0.58318 0.0 0.0 0.0
H 2.39508 -8.10338 3.19391 0.0 0.0 0.0
H 0.64071 -7.98227 3.07841 0.0 0.0 0.0
H 1.57912 -6.64303 3.73881 0.0 0.0 0.0
H 3.47948 -5.72055 2.05325 0.0 0.0 0.0
H 3.69592 -4.74476 -0.19234 0.0 0.0 0.0
H 3.11920 -5.10291 -2.57678 0.0 0.0 0.0
H -0.65828 -5.05741 -3.76964 0.1 -0.2 0.1
H -2.35855 -5.54814 -1.79399 0.0 0.0 0.0
H -3.39172 -4.28653 0.10249 0.0 0.0 0.0
H -2.19305 -2.31314 1.01898 0.0 0.0 0.0
H 0.91583 -2.80138 -1.63878 0.0 0.0 0.0
H 0.25151 -6.92688 -1.47172 0.0 0.0 0.0
H 0.00221 -7.84610 0.78539 0.0 0.0 0.0
O -1.20346 -1.76556 4.39831 0.0 0.0 0.0
C -0.82899 -1.38295 3.35003 0.0 0.0 0.0
N -0.45845 -0.98658 2.28850 0.0 -0.2 -0.1
C -5.50276 -1.17681 -1.20307 0.0 0.0 0.0
C -4.90517 -0.06600 -2.05156 0.0 0.0 0.0
N -3.64571 -0.45710 -2.67841 0.1 0.0 -0.1
C -2.44560 -0.39878 -2.08869 0.1 -0.2 -0.1
S -2.25458 0.22883 -0.51992 0.0 0.2 0.3
N -1.37930 -0.85175 -2.76362 -0.2 0.1 0.0
C -1.33934 -1.24595 -4.16430 -0.1 -0.1 0.0
C -1.65625 -2.72247 -4.37884 0.1 0.1 -0.1
H -6.44650 -0.85061 -0.76630 0.0 0.0 0.0
H -4.82059 -1.43875 -0.39373 0.0 0.0 0.0
H -5.69658 -2.06726 -1.80256 0.0 0.0 0.0
H -4.71624 0.81944 -1.44772 0.0 0.0 0.0
H -5.58247 0.21902 -2.85661 0.0 0.0 0.0
H -3.70898 -0.91287 -3.57388 0.0 0.0 0.0
H -0.49829 -0.75089 -2.28064 -0.1 0.1 -0.1
H -0.33416 -1.02399 -4.52226 0.0 0.0 0.0
H -2.01067 -0.60218 -4.73853 0.0 0.0 0.0
H -0.87433 -3.34610 -3.93807 -0.4 0.8 -0.5
H -1.70751 -2.94808 -5.44342 0.0 0.0 -0.1
H -2.60808 -3.00001 -3.92296 -0.1 0.0 0.0
C 0.64851 3.25479 0.68753 0.1 0.0 0.0
P 0.42233 1.67375 1.56479 0.2 0.0 0.0
C -0.71212 2.08584 2.91242 0.0 0.0 0.1
C -2.04011 1.67204 2.88764 0.0 0.0 0.0
C -2.89704 2.03428 3.91531 0.0 0.0 0.0
C -2.43117 2.79989 4.97391 0.0 0.0 0.0
C -1.10946 3.22284 4.99912 0.0 0.0 0.0
C -0.25323 2.87484 3.96677 0.0 0.0 0.0
C 2.03217 1.38447 2.35980 0.0 0.0 0.0
C 2.09090 0.75298 3.60294 0.0 0.0 0.0
C 3.31396 0.39478 4.14579 0.0 0.0 0.0
C 4.48875 0.65171 3.45166 0.0 0.0 0.0
C 4.43819 1.27586 2.21392 0.0 0.0 0.0
C 3.21597 1.63992 1.66848 0.0 0.0 0.0
P -0.69754 3.88207 -0.43103 0.0 -0.1 0.0
C -0.01067 5.55203 -0.76403 -0.1 0.0 0.0
C -0.91098 6.52811 -1.19920 0.0 0.0 0.0
C -0.47296 7.79458 -1.54466 0.0 0.0 0.0
C 0.87864 8.10905 -1.47257 0.0 0.0 0.0
C 1.78202 7.14712 -1.05396 0.0 0.0 0.0
C 1.34149 5.87582 -0.70330 0.0 0.0 0.0
C -2.04117 4.30846 0.73300 0.0 0.1 0.0
C -1.86542 5.13115 1.84558 0.0 0.0 0.0
C -2.94405 5.46783 2.64435 0.0 0.0 0.0
C -4.21553 4.99803 2.33200 0.0 0.0 0.0
C -4.40291 4.18697 1.22477 0.0 0.0 0.0
C -3.31613 3.84154 0.42973 0.0 0.0 0.0
H 1.51810 3.12632 0.04183 0.0 0.0 0.0
H 0.90010 3.99248 1.45651 0.0 0.0 0.0
H -2.40721 1.05821 2.07525 0.0 0.0 0.0
H -3.92872 1.70943 3.89215 0.0 0.0 0.0
H -3.09977 3.06851 5.78128 0.0 0.0 0.0
H -0.74361 3.82128 5.82292 0.0 0.0 0.0
H 0.77973 3.20074 3.99616 0.0 0.0 0.0
H 1.17978 0.53711 4.14591 0.0 0.0 0.0
H 3.34752 -0.08968 5.11265 0.0 0.0 0.0
H 5.44246 0.36916 3.87765 0.0 0.0 0.0
H 5.34963 1.47987 1.66696 0.0 0.0 0.0
H 3.19975 2.10811 0.69287 0.0 0.0 0.0
H -1.96897 6.29695 -1.25412 0.0 0.0 0.0
H -1.18729 8.53955 -1.86992 0.0 0.0 0.0
H 1.22233 9.09890 -1.74137 0.0 0.0 0.0
H 2.83685 7.38199 -0.99443 0.0 0.0 0.0
H 2.07512 5.14835 -0.37998 0.0 0.0 0.0
H -0.88283 5.52820 2.07587 0.0 0.0 0.0
H -2.79942 6.10569 3.50669 0.0 0.0 0.0
H -5.05882 5.27237 2.95260 0.0 0.0 0.0
H -5.39334 3.82748 0.97581 0.0 0.0 0.0
H -3.45231 3.20758 -0.43740 0.0 0.0 0.0

[2]
11
Properties=species:S:1:pos:R:3:forces:R:3 method="wB97M-V/def2-TZVPD" fmax_ha_per_bohr=0.11081 multiplicity=7 e_tot_ha=-1000.19779 total_charge=0 gap_ev="5.54 / 5.58" homo_ev="-6.92 / -6.92"
H -1.25570 1.33949 1.42023 0.4 -0.2 -0.3
O 0.73364 -2.11935 -1.66773 0.0 2.5 1.7
O -0.14923 -0.31066 1.94343 0.6 -2.4 0.5
C -0.30298 0.79478 1.26403 1.2 0.0 -3.1
C -0.32648 0.48027 -0.80197 -2.7 4.3 2.6
O 0.78992 0.23292 -1.64980 -0.7 -2.9 1.4
C 0.79397 -1.03041 -0.99465 2.4 -3.0 -1.4
H 0.61324 1.42256 1.26216 -0.7 0.2 0.0
H -0.61386 1.51940 -1.02437 0.1 0.0 0.0
H -1.28433 -0.04358 -0.96031 0.6 -0.6 -0.4
Sm 1.00181 -2.28543 1.20896 -1.1 2.0 -0.9